{
  "formula": "C36H38As2NO8STi",
  "method": "wB97M-V/def2-TZVPD",
  "elements": ["Ti", "C", "C", "C", "C", "C", "C", "C", "C", "C", "H", "H", "H", "H", "H", "H", "H", "H", "H", "H", "H", "H", "S", "C", "C", "C", "C", "C", "C", "N", "C", "C", "C", "C", "C", "C", "C", "H", "H", "H", "H", "H", "H", "H", "H", "C", "O", "C", "O", "C", "C", "As", "C", "C", "C", "As", "C", "C", "O", "O", "C", "C", "O", "O", "C", "C", "O", "O", "C", "H", "H", "H", "H", "H", "H", "H", "H", "H", "H", "H", "H", "H", "H", "H", "H", "H", "H"],
  "positions_angstrom": [[0.823, 0.553, 1.452], [1.334, -1.359, 4.128], [0.994, 0.088, 3.867], [2.003, 1.005, 3.528], [1.728, 2.373, 3.386], [2.811, 3.331, 2.986], [0.424, 2.810, 3.608], [-0.604, 1.926, 3.928], [-1.979, 2.440, 4.236], [-0.317, 0.562, 4.012], [1.801, -1.826, 3.262], [0.444, -1.931, 4.381], [2.030, -1.425, 4.964], [3.027, 0.663, 3.445], [2.870, 3.385, 1.896], [3.782, 3.007, 3.358], [2.605, 4.333, 3.359], [0.202, 3.867, 3.514], [-2.266, 3.245, 3.560], [-1.996, 2.851, 5.248], [-2.724, 1.646, 4.185], [-1.103, -0.137, 4.265], [3.189, 2.257, -2.024], [4.227, 1.060, -1.310], [5.441, 0.567, -1.775], [6.093, -0.379, -1.009], [5.550, -0.822, 0.200], [4.341, -0.336, 0.658], [3.665, 0.611, -0.110], [2.445, 1.213, 0.198], [2.099, 2.100, -0.706], [0.866, 2.847, -0.523], [0.515, 3.927, -1.333], [-0.665, 4.602, -1.083], [-1.484, 4.179, -0.042], [-1.126, 3.089, 0.740], [0.067, 2.393, 0.542], [5.863, 0.916, -2.710], [7.041, -0.778, -1.347], [6.089, -1.558, 0.784], [3.915, -0.684, 1.589], [1.161, 4.242, -2.147], [-0.952, 5.447, -1.696], [-2.416, 4.699, 0.149], [-1.819, 2.760, 1.503], [-4.692, 0.169, 1.877], [-3.535, -0.195, 1.108], [-3.608, -1.389, 0.481], [-4.551, -2.126, 0.594], [-2.392, -1.645, -0.336], [-2.301, -2.776, -1.040], [-0.749, -3.498, -2.072], [-1.730, -4.122, -3.654], [-0.031, -1.765, -2.488], [0.312, -1.124, -1.234], [-1.085, -0.187, -0.344], [-1.949, 0.974, -1.643], [1.188, -1.649, -0.331], [1.264, -1.234, 0.923], [2.032, -2.607, -0.712], [2.568, -3.453, 0.316], [-0.054, -0.960, -3.703], [0.331, 0.192, -3.759], [-0.490, -1.626, -4.787], [-0.454, -0.882, -6.015], [-3.334, -3.872, -0.969], [-3.100, -4.846, -0.310], [-4.378, -3.839, -1.799], [-4.706, -2.647, -2.518], [-5.596, -0.151, 1.371], [-4.666, 1.250, 1.972], [-4.650, -0.300, 2.858], [-2.293, -5.008, -3.368], [-0.983, -4.402, -4.393], [-2.389, -3.373, -4.086], [-2.299, 0.383, -2.486], [-1.244, 1.727, -1.987], [-2.794, 1.449, -1.154], [3.150, -4.206, -0.205], [1.765, -3.932, 0.875], [3.211, -2.896, 0.993], [-0.884, -1.530, -6.770], [0.571, -0.627, -6.274], [-1.032, 0.034, -5.922], [-5.399, -2.949, -3.297], [-3.828, -2.191, -2.976], [-5.193, -1.932, -1.857]],
  "atomic_forces_ev_per_a": [[-0.8, 0.9, -0.1], [0.0, 0.0, 0.0], [0.1, -0.1, 0.3], [0.2, -0.1, 0.3], [0.1, -0.1, -0.1], [-0.1, 0.0, 0.0], [0.0, 0.0, -0.1], [0.0, 0.0, -0.1], [0.0, 0.0, 0.0], [0.2, -0.2, 0.0], [0.0, 0.0, 0.0], [0.0, 0.0, 0.0], [0.0, 0.0, 0.0], [0.1, 0.0, 0.0], [0.0, 0.0, 0.0], [0.0, 0.0, 0.0], [0.0, 0.0, 0.0], [0.0, 0.0, 0.0], [0.0, 0.0, 0.0], [0.0, 0.0, 0.0], [0.0, 0.0, 0.0], [0.0, 0.0, 0.0], [0.0, 0.0, 0.0], [-0.2, 0.0, 0.1], [0.1, 0.0, -0.1], [0.0, 0.0, -0.1], [0.0, 0.0, 0.1], [0.0, 0.0, 0.0], [0.0, 0.0, 0.0], [0.2, -0.1, -0.1], [0.3, -0.1, -0.1], [-0.1, 0.1, 0.1], [0.0, 0.0, 0.0], [0.0, 0.1, -0.1], [-0.1, 0.0, 0.1], [0.0, 0.0, 0.0], [0.2, 0.0, -0.2], [0.0, 0.0, 0.1], [0.0, 0.0, 0.0], [0.0, 0.0, 0.0], [0.0, 0.0, 0.0], [0.0, 0.0, 0.0], [0.0, 0.0, 0.0], [0.0, 0.0, 0.0], [-0.1, 0.0, 0.1], [0.0, 0.0, 0.0], [0.0, 0.1, -0.1], [0.0, -0.1, 0.1], [0.0, 0.0, -0.1], [-0.1, 0.1, 0.0], [0.0, 0.0, 0.0], [-0.1, -0.1, -0.1], [0.0, 0.1, 0.0], [-0.1, 0.1, 0.0], [0.0, -0.2, -0.2], [0.0, 0.2, -0.1], [0.1, -0.1, 0.1], [-0.1, -0.1, -0.2], [0.1, -0.1, 0.2], [0.2, 0.0, 0.2], [0.0, 0.0, -0.1], [0.4, 0.0, -0.2], [-0.1, 0.0, 0.1], [-0.1, -0.1, 0.0], [0.0, 0.0, 0.1], [0.1, -0.1, -0.1], [0.0, 0.0, 0.1], [-0.1, 0.1, -0.1], [0.0, 0.0, 0.1], [-0.1, 0.0, 0.0], [0.0, 0.0, 0.0], [0.0, 0.0, 0.0], [0.0, 0.0, 0.0], [0.0, 0.0, 0.0], [0.1, 0.0, 0.0], [0.0, 0.0, 0.0], [0.0, 0.0, 0.0], [-0.1, 0.0, 0.0], [0.0, 0.0, 0.0], [-0.1, 0.0, 0.0], [0.0, 0.1, 0.0], [0.0, -0.1, 0.0], [0.0, 0.0, 0.0], [0.0, 0.0, 0.0], [0.0, 0.0, 0.0], [0.0, 0.0, 0.0], [0.0, 0.0, 0.0]],
  "de_lowest_ev": 0.060,
  "energy_ev": -211440.5865,
  "charge": 1,
  "spin_multiplicity": 3,
  "s_squared": 2.015,
  "orbital_gap_ev": [6.79, 7.17]
}